[1]
{
  "formula": "C29H32F6N3O8PS3Si2W",
  "method": "the ωB97M-V functional and the def2-TZVPD basis",
  "homo_ev": [-11.9, -11.8],
  "lumo_energy_ev": [-5.649, -6.898],
  "total_charge": 1,
  "multiplicity": 2,
  "orbital_gap_ev": [6.2, 4.9],
  "symbols": ["W", "S", "S", "S", "P", "Si", "Si", "F", "F", "F", "F", "F", "F", "O", "O", "O", "O", "O", "O", "O", "O", "N", "N", "N", "C", "C", "C", "C", "C", "C", "C", "C", "C", "C", "C", "C", "C", "C", "C", "C", "C", "C", "C", "C", "C", "C", "C", "C", "C", "C", "C", "C", "C", "H", "H", "H", "H", "H", "H", "H", "H", "H", "H", "H", "H", "H", "H", "H", "H", "H", "H", "H", "H", "H", "H", "H", "H", "H", "H", "H", "H", "H", "H", "H", "H"],
  "positions_angstrom": [[0.00600, -0.54190, -0.01780], [2.06260, -2.51010, 0.36920], [-1.30190, 2.42200, -3.42250], [1.48200, -0.52400, 3.19390], [1.91890, -0.94470, -3.11060], [-1.90010, -2.15330, -1.12200], [-1.74080, -0.87020, 2.04910], [1.89480, -2.18530, -4.06570], [3.19680, -1.45510, -2.34910], [0.89950, -1.84880, -1.96730], [2.71490, 0.01990, -4.04500], [1.74670, 0.27990, -1.94650], [0.48410, -0.45390, -3.66750], [3.45210, 5.53750, 2.81780], [0.83210, -0.35910, 1.73940], [2.31800, 0.65120, 3.42140], [0.17970, -2.67890, 3.12680], [2.37870, -1.12480, 0.00730], [2.44530, -3.56460, -0.49710], [-2.49010, 6.63090, -0.42040], [0.52330, -2.44820, 0.49290], [-0.72680, 0.56370, -1.47170], [-1.71930, 1.83150, 0.49190], [1.08430, 1.84400, 0.38580], [-5.38680, -2.95550, 2.00140], [3.51320, -2.05680, 4.10000], [2.40020, 1.76860, 0.60690], [3.62310, -3.90440, 2.05070], [-2.34020, 0.58760, 3.19830], [-2.89240, -1.48050, -2.65800], [-0.95160, 1.37150, -2.34120], [-2.96490, 1.91700, 0.01500], [3.05340, 2.55080, 1.54430], [-1.25440, -3.88890, -1.69000], [-3.30440, -2.47360, 0.20100], [-4.38590, -3.27630, -0.15250], [-1.50740, 4.19800, 0.20720], [-2.78020, 4.27350, -0.34600], [0.39870, 2.81440, 1.02370], [2.72650, -1.86430, 2.97180], [-4.31780, -2.15920, 2.36880], [2.32680, 3.47930, 2.28350], [-1.01060, 2.96060, 0.59820], [-1.05210, -2.04990, 3.49930], [0.98470, 3.64980, 1.96140], [-3.52890, 3.09820, -0.42150], [-3.26850, -1.91330, 1.48540], [-3.29110, 5.57650, -0.88790], [-5.41640, -3.52090, 0.73690], [4.36360, -3.14580, 4.19940], [2.97690, 4.32450, 3.34970], [4.39900, -4.08860, 3.18230], [2.80370, -2.78890, 1.94960], [2.94180, 1.03420, 0.02290], [-2.68300, 0.20130, 4.15560], [3.77570, 3.75010, 3.83460], [5.03810, -4.95190, 3.26350], [-0.48340, -4.25620, -1.01470], [4.10690, 2.39940, 1.72040], [3.63370, -4.59330, 1.22180], [-0.80230, -3.82780, -2.67910], [3.45690, -1.32440, 4.88900], [-0.80640, -1.48150, 4.39830], [-1.76880, -2.82540, 3.78900], [4.19970, 5.37230, 2.23200], [-2.80650, 7.46160, -0.79010], [-3.16480, 1.14460, 2.76490], [-0.90850, 5.09160, 0.27790], [-3.51070, 0.98190, -0.02750], [-3.25910, 5.51750, -1.98960], [-4.34250, 5.70720, -0.59250], [-6.24390, -4.14760, 0.44320], [-6.19190, -3.13900, 2.69600], [-0.00780, -3.34480, 2.45590], [-4.29230, -1.71970, 3.35270], [4.98270, -3.27160, 5.07420], [-3.65800, -0.76370, -2.37170], [-2.04880, -4.63130, -1.72880], [-2.24420, -0.99800, -3.38530], [0.39030, 4.38960, 2.47610], [-4.52870, 3.10810, -0.82640], [-4.41750, -3.70630, -1.14080], [-1.54030, 1.29810, 3.40150], [2.23500, 4.60810, 4.09990], [-3.39240, -2.30130, -3.16520]],
  "lowdin_charge": [1.77, 0.61, 0.90, 0.99, 0.24, 0.73, 0.76, -0.07, -0.09, -0.30, -0.07, -0.24, -0.16, -0.03, -0.68, -0.39, -0.23, -0.36, -0.20, -0.04, -0.53, -0.17, 0.04, 0.07, -0.06, -0.05, -0.11, -0.02, -0.17, -0.17, -0.85, -0.13, 0.01, -0.16, -0.30, -0.10, 0.07, -0.17, -0.20, -0.27, -0.10, -0.17, -0.21, -0.28, 0.06, 0.00, -0.32, -0.21, -0.06, -0.03, -0.21, -0.03, -0.25, 0.11, 0.04, 0.13, 0.12, 0.02, 0.13, 0.12, 0.04, 0.12, 0.07, 0.10, 0.10, 0.11, 0.02, 0.13, 0.12, 0.14, 0.14, 0.11, 0.11, 0.09, 0.10, 0.12, 0.03, 0.04, 0.01, 0.14, 0.13, 0.10, 0.03, 0.13, 0.04]
}

[2]
{
  "formula": "C29H32FeNO",
  "method": "the ωB97M-V functional and the def2-TZVPD basis",
  "homo_ev": [1.0, -5.9],
  "lumo_energy_ev": [2.541, 2.247],
  "total_charge": -1,
  "multiplicity": 5,
  "orbital_gap_ev": [1.6, 8.2],
  "symbols": ["Fe", "O", "N", "C", "C", "C", "C", "C", "C", "C", "C", "C", "C", "C", "C", "C", "C", "C", "C", "C", "C", "C", "C", "C", "C", "C", "C", "C", "C", "C", "C", "C", "H", "H", "H", "H", "H", "H", "H", "H", "H", "H", "H", "H", "H", "H", "H", "H", "H", "H", "H", "H", "H", "H", "H", "H", "H", "H", "H", "H", "H", "H", "H", "H"],
  "positions_angstrom": [[2.57081, 0.57552, 2.23705], [-5.65633, 0.35604, 1.91533], [-0.47465, 0.36780, -2.30995], [-1.03451, 1.69893, -2.14955], [2.81953, -3.38399, -1.73535], [-1.76854, 1.98730, -3.48023], [4.33284, 0.21164, 1.45507], [2.36194, -0.99750, 1.05874], [4.08632, -0.64059, 2.60560], [-4.30770, 0.30073, 2.05478], [1.48923, -3.35530, -1.29280], [-2.44590, -1.12096, 2.63296], [-1.30873, 0.90286, -4.46678], [-6.30761, 1.63680, 1.77448], [0.85892, -2.12128, -3.27891], [-3.45295, 1.43360, 1.99939], [0.76584, 0.88514, 2.94075], [1.05865, 1.76444, 1.79260], [-0.20693, -0.18011, 2.93038], [3.26246, -0.01065, 0.49521], [3.16655, -2.78624, -2.95363], [2.24933, 2.51959, 2.07407], [2.86822, -1.38607, 2.35892], [-0.22569, 0.10027, -3.70883], [0.50706, -2.73834, -2.07346], [-1.55777, -0.00171, 2.59539], [-3.77296, -0.98545, 2.33640], [1.80657, 1.17264, 3.94387], [-2.10891, 1.27934, 2.26921], [2.70640, 2.16537, 3.40736], [-0.18131, -1.37964, -4.08006], [2.18373, -2.16690, -3.73188], [-0.89821, 1.31235, -5.39329], [1.51240, -1.44267, 0.55221], [-4.46913, -1.82456, 2.35139], [5.20920, 0.83363, 1.30230], [-2.85243, 1.92077, -3.33228], [4.20197, -2.79870, -3.30192], [0.10495, -1.15425, 3.33067], [2.46180, -2.17145, 2.98945], [-1.17847, -1.80911, -3.91993], [-0.53799, -2.71312, -1.74728], [3.18001, 0.41702, -0.50264], [0.28318, 0.13276, -1.67706], [-2.14620, 0.24621, -4.72319], [0.05365, -1.43441, -5.15111], [-1.46722, 2.16249, 2.26289], [-1.52768, 2.98630, -3.85070], [0.76292, 0.53188, -3.98717], [2.42978, -1.69832, -4.69089], [-0.24456, 2.45639, -1.98413], [-1.72178, 1.74925, -1.28873], [2.68258, 3.28650, 1.43580], [0.39844, 1.84790, 0.93840], [1.79927, 0.76436, 4.95287], [4.74418, -0.77911, 3.45911], [-2.04227, -2.10137, 2.89975], [-6.14234, 2.27216, 2.65534], [3.53495, 2.63587, 3.92854], [3.58199, -3.87303, -1.12696], [-3.86896, 2.42470, 1.78355], [1.20900, -3.81071, -0.34002], [-5.97436, 2.15497, 0.86547], [-7.36260, 1.37203, 1.69344]],
  "lowdin_charge": [0.28, -0.11, -0.02, -0.26, -0.10, -0.21, -0.15, -0.14, -0.15, -0.28, -0.11, -0.06, -0.15, -0.22, -0.24, -0.07, -0.29, -0.10, -0.02, -0.16, -0.09, -0.16, -0.16, -0.38, -0.05, -0.23, -0.04, -0.11, -0.05, -0.13, -0.13, -0.05, 0.10, 0.10, 0.11, 0.11, 0.08, 0.10, 0.11, 0.11, 0.12, 0.11, 0.11, 0.11, 0.10, 0.12, 0.09, 0.09, 0.14, 0.11, 0.09, 0.09, 0.10, 0.11, 0.11, 0.11, 0.10, 0.07, 0.11, 0.10, 0.06, 0.10, 0.05, 0.07]
}

[3]
{
  "formula": "C29H32N12Sc",
  "method": "the ωB97M-V functional and the def2-TZVPD basis",
  "homo_ev": -15.2,
  "lumo_energy_ev": -9.117,
  "total_charge": 3,
  "orbital_gap_ev": 6.0,
  "symbols": ["Sc", "N", "N", "N", "N", "N", "N", "N", "N", "N", "N", "N", "N", "C", "C", "C", "C", "C", "C", "C", "C", "C", "C", "C", "C", "C", "C", "C", "C", "C", "C", "C", "C", "C", "C", "C", "C", "C", "C", "C", "C", "C", "H", "H", "H", "H", "H", "H", "H", "H", "H", "H", "H", "H", "H", "H", "H", "H", "H", "H", "H", "H", "H", "H", "H", "H", "H", "H", "H", "H", "H", "H", "H", "H"],
  "positions_angstrom": [[0.16431, -0.58725, -0.11722], [-1.28529, -1.78096, -1.48065], [-1.14384, -6.06802, 2.47871], [-0.07569, -4.05262, 2.85898], [0.02492, 4.45254, -2.56115], [-0.26446, -2.37322, 1.13401], [1.96445, -1.27834, -1.34588], [3.31145, -0.01213, 0.12855], [-0.26270, 0.77504, 1.48979], [-1.31664, -4.40669, 0.90727], [0.98307, -2.07064, 3.12479], [2.21493, 0.16406, 0.70901], [0.60420, 2.02763, -0.96882], [0.79049, 1.27834, 2.24579], [4.24629, -2.41651, -2.46344], [1.43763, 4.03764, -2.08164], [4.33578, -1.39771, -1.50729], [3.12228, 2.25374, 3.57024], [-0.82900, -4.83433, 2.07214], [-0.95663, 3.85559, -1.55853], [-1.97564, -1.41386, -2.56619], [-1.66808, -2.89627, -0.82948], [1.81199, 2.58710, 3.98291], [2.13054, 0.97967, 1.78569], [-3.33504, 2.90589, 1.25772], [-3.89736, 0.57849, 0.82664], [1.56865, 2.55883, -1.92331], [-3.32170, -3.43364, -2.51008], [-0.76687, 2.35509, -1.41967], [-1.62041, 1.16597, 1.46150], [-2.03733, 2.51600, 1.47069], [0.66407, 2.12569, 3.36675], [-4.33639, 1.89428, 0.96485], [3.24338, 1.42540, 2.49768], [3.18523, -0.92736, -0.93603], [-2.62921, -3.79459, -1.39553], [-2.58047, 0.20199, 1.18861], [1.88452, -2.22996, -2.30489], [-2.99533, -2.15766, -3.08869], [2.99959, -2.89171, -2.83225], [0.17279, -2.85756, 2.38492], [-1.04457, -3.24003, 0.47146], [-0.12156, 4.17529, -3.53826], [0.98880, -1.09983, 2.89743], [-4.06477, -4.13583, -2.91242], [-0.91434, 1.89041, -2.39880], [-3.57102, -1.78532, -3.91857], [-1.46021, 1.87584, -0.73988], [-3.65111, 3.96203, 1.28969], [-0.74215, -6.42727, 3.34336], [4.23515, 0.98910, 2.24617], [-4.58027, -0.17042, 0.49174], [4.01525, 2.65884, 4.03978], [-2.34789, -0.84833, 1.16305], [-2.81338, -4.69138, -0.83891], [-5.37620, 2.12459, 0.72654], [0.87720, -2.58717, -2.61364], [-1.65497, -0.49104, -3.06242], [5.30669, -1.13402, -1.16881], [1.11710, -2.38406, 4.08874], [-1.75925, -6.66675, 1.93435], [-0.09875, 5.46474, -2.49211], [-1.19753, 3.23695, 1.61226], [1.29479, 2.02796, -2.89776], [5.13769, -2.94003, -2.82082], [-0.57383, 4.27223, -0.62655], [2.55018, 2.33534, -1.56745], [-1.93597, 4.21962, -1.78328], [1.60435, 4.56511, -1.18302], [0.68723, 2.28929, 0.04144], [-0.30563, 2.42038, 3.74804], [1.85085, 3.24439, 4.86881], [2.10930, 4.32502, -2.88649], [2.87629, -3.73361, -3.53018]],
  "lowdin_charge": [1.17, 0.00, 0.23, 0.21, 0.10, 0.07, 0.01, 0.14, -0.07, 0.19, 0.21, -0.03, -0.08, -0.24, 0.01, -0.07, 0.04, -0.05, -0.38, -0.07, -0.12, -0.17, -0.02, -0.25, -0.04, -0.05, -0.17, 0.03, -0.18, -0.33, -0.08, 0.00, -0.03, -0.01, -0.32, 0.04, -0.05, -0.09, 0.01, -0.01, -0.37, -0.32, 0.19, 0.06, 0.14, 0.12, 0.12, 0.09, 0.13, 0.14, 0.14, 0.11, 0.13, 0.08, 0.12, 0.12, 0.12, 0.12, 0.13, 0.15, 0.14, 0.19, 0.13, 0.16, 0.14, 0.13, 0.13, 0.14, 0.13, 0.12, 0.12, 0.14, 0.15, 0.14]
}

One value per record, in order, for energy above the lowest of the compared OMol25 structures with the same formula, charge and spin: 8.1275; 0.0000; 0.9566 eV.